# C46H110N4O40P10

A 14-piece molecular cluster, C46H110N4O40P10 overall (wB97M-V/def2-TZVPD, the Open Molecules 2025 dataset).

Its total charge is 0. The total energy is -8461.74188 Ha. As for the energy above the lowest of the compared OMol25 structures with the same formula, charge and spin: 0.00 kJ/mol. Its multiplicity is 1.

The geometry in XYZ format:
```
210
Properties=species:S:1:pos:R:3:lowdin_charge:R:1
C 2.76 -3.37 -1.78 -0.11
O 4.02 -4.03 -1.91 -0.23
P 3.95 -5.50 -2.58 0.35
O 2.79 -6.37 -2.39 -0.22
O 4.23 -5.14 -4.09 -0.21
C 5.45 -4.56 -4.53 -0.08
O 5.35 -6.01 -2.03 -0.24
C 5.57 -6.06 -0.57 -0.04
H 2.87 -2.32 -2.03 0.07
H 2.43 -3.43 -0.74 0.06
H 1.95 -3.88 -2.37 0.10
H 6.28 -5.01 -4.02 0.08
H 5.36 -3.45 -4.31 0.11
H 5.51 -4.71 -5.58 0.08
H 4.83 -5.39 -0.06 0.09
H 6.52 -5.57 -0.47 0.08
H 5.49 -7.10 -0.24 0.10
C -1.04 2.52 -3.17 -0.06
O -2.46 2.48 -2.93 -0.19
P -3.28 1.31 -3.59 0.32
O -2.64 0.79 -4.81 -0.21
O -4.61 2.05 -3.93 -0.17
C -5.41 2.55 -2.89 -0.09
O -3.66 0.33 -2.46 -0.20
C -3.94 -1.00 -2.62 -0.10
H -0.82 2.44 -4.20 0.06
H -0.46 1.81 -2.63 0.05
H -0.75 3.52 -2.86 0.07
H -4.91 2.48 -1.96 0.03
H -6.27 1.89 -2.76 0.10
H -5.62 3.62 -3.09 0.10
H -3.08 -1.60 -2.44 0.06
H -4.29 -1.20 -3.61 0.09
H -4.71 -1.43 -1.89 0.12
C 4.73 -1.00 0.15 -0.03
O 4.29 0.24 0.76 -0.20
P 5.20 1.47 1.05 0.27
O 4.46 2.75 1.08 -0.24
O 6.38 1.44 0.08 -0.20
C 7.51 2.29 -0.05 -0.06
O 5.91 1.22 2.44 -0.22
C 5.16 1.02 3.68 -0.04
H 5.54 -1.40 0.66 0.07
H 5.10 -0.78 -0.86 0.09
H 3.87 -1.69 0.05 0.07
H 7.24 3.06 -0.77 0.10
H 8.39 1.73 -0.29 0.09
H 7.67 2.80 0.91 0.09
H 4.92 2.00 4.07 0.08
H 5.75 0.49 4.38 0.08
H 4.25 0.47 3.48 0.07
C 2.71 4.37 3.58 -0.06
O 2.77 4.35 5.00 -0.20
P 1.92 5.28 5.91 0.29
O 2.10 5.12 7.34 -0.20
O 2.24 6.78 5.56 -0.21
C 3.48 7.25 6.04 -0.11
O 0.44 4.99 5.40 -0.23
C -0.67 5.77 5.98 -0.03
H 1.99 3.64 3.22 0.09
H 3.67 4.06 3.19 0.07
H 2.46 5.37 3.20 0.08
H 3.85 7.99 5.31 0.10
H 4.26 6.49 6.18 0.10
H 3.28 7.85 6.90 0.08
H -0.66 6.82 5.59 0.11
H -0.63 5.74 7.04 0.07
H -1.56 5.31 5.61 0.07
C -3.38 -4.01 -6.97 -0.12
O -2.67 -4.33 -5.83 -0.22
P -2.38 -5.82 -5.37 0.36
O -2.45 -6.80 -6.46 -0.22
O -1.07 -5.77 -4.48 -0.19
C 0.18 -5.95 -5.06 -0.09
O -3.49 -6.04 -4.25 -0.23
C -3.62 -7.44 -3.84 -0.09
H -3.12 -2.95 -7.18 0.10
H -4.51 -4.16 -6.92 0.11
H -3.04 -4.66 -7.76 0.08
H 0.66 -5.02 -5.25 0.06
H 0.09 -6.43 -5.98 0.07
H 0.84 -6.54 -4.46 0.08
H -3.66 -8.14 -4.68 0.09
H -4.43 -7.45 -3.11 0.09
H -2.68 -7.76 -3.33 0.09
C 3.23 6.45 0.33 -0.08
O 3.01 6.60 -1.08 -0.18
P 2.20 5.53 -1.86 0.31
O 1.23 4.71 -1.14 -0.22
O 1.66 6.36 -3.08 -0.19
C 0.25 6.37 -3.39 -0.06
O 3.37 4.73 -2.51 -0.19
C 3.25 3.80 -3.57 -0.07
H 3.67 7.40 0.72 0.10
H 4.01 5.68 0.54 0.10
H 2.34 6.29 0.87 0.05
H -0.07 7.37 -3.58 0.08
H -0.28 5.93 -2.52 0.06
H 0.09 5.83 -4.32 0.09
H 3.53 4.22 -4.52 0.09
H 2.28 3.46 -3.53 0.05
H 3.98 2.99 -3.42 0.10
C -4.97 1.40 0.38 -0.07
O -4.63 1.21 1.79 -0.22
P -4.22 -0.15 2.46 0.33
O -3.67 0.02 3.81 -0.23
O -5.51 -0.99 2.34 -0.21
C -5.92 -2.06 3.29 -0.02
O -3.18 -0.76 1.34 -0.27
C -2.41 -1.95 1.79 -0.06
H -5.51 2.36 0.22 0.10
H -5.64 0.53 0.20 0.10
H -4.05 1.35 -0.15 0.05
H -5.85 -1.71 4.36 0.11
H -5.31 -2.94 3.13 0.05
H -6.97 -2.33 3.18 0.08
H -1.96 -2.48 0.82 0.12
H -3.14 -2.66 2.19 0.06
H -1.65 -1.59 2.52 0.08
C -3.60 -5.76 3.18 -0.05
O -4.12 -4.92 2.10 -0.28
P -3.90 -5.29 0.55 0.45
O -4.13 -6.73 0.26 -0.23
O -4.95 -4.24 -0.18 -0.24
C -6.29 -4.69 -0.22 -0.13
O -2.48 -4.66 0.10 -0.23
C -1.77 -5.30 -0.94 -0.10
H -2.48 -5.87 3.10 0.10
H -4.08 -6.75 3.09 0.09
H -3.97 -5.28 4.13 0.11
H -6.69 -5.12 0.71 0.09
H -6.51 -5.42 -1.00 0.08
H -6.79 -3.74 -0.54 0.10
H -1.43 -6.31 -0.71 0.09
H -0.85 -4.77 -1.06 0.07
H -2.29 -5.34 -1.92 0.09
C 3.66 -2.94 3.82 -0.07
O 3.02 -3.35 2.61 -0.24
P 1.46 -3.84 2.59 0.36
O 0.90 -4.65 3.67 -0.22
O 0.63 -2.52 2.37 -0.22
C 1.17 -1.52 1.41 -0.01
O 1.51 -4.56 1.19 -0.26
C 1.60 -5.98 1.20 -0.10
H 4.57 -2.36 3.57 0.09
H 4.07 -3.73 4.37 0.07
H 2.88 -2.36 4.31 0.07
H 1.90 -0.89 1.97 0.11
H 0.34 -1.02 1.03 0.03
H 1.76 -2.00 0.68 0.04
H 0.72 -6.44 1.62 0.07
H 2.51 -6.24 1.84 0.12
H 1.62 -6.24 0.10 0.10
C 2.72 2.06 7.44 -0.07
O 1.52 1.81 6.67 -0.20
P 1.42 0.53 5.72 0.37
O 2.56 -0.36 5.58 -0.22
O 0.98 1.11 4.28 -0.22
C -0.25 1.84 4.14 -0.08
O 0.18 -0.14 6.39 -0.20
C -0.39 -1.29 5.80 -0.07
H 3.03 3.07 7.19 0.05
H 3.52 1.39 7.27 0.06
H 2.44 2.01 8.48 0.10
H -0.21 2.71 4.83 0.09
H -1.16 1.30 4.27 0.06
H -0.33 2.17 3.10 0.08
H -1.30 -0.97 5.28 0.08
H -0.66 -1.93 6.62 0.09
H 0.27 -1.75 5.06 0.07
N -0.73 0.68 -0.25 0.05
C 0.52 1.20 -0.41 -0.15
C 1.18 0.51 -1.38 -0.10
C 0.31 -0.55 -1.79 -0.09
C -0.86 -0.41 -1.10 -0.13
H -1.42 0.88 0.43 0.12
H 0.86 1.97 0.27 0.12
H 2.21 0.66 -1.67 0.10
H 0.66 -1.27 -2.53 0.08
H -1.79 -0.91 -1.28 0.08
N -4.31 6.00 -1.38 0.02
C -5.41 6.49 -2.04 -0.14
C -5.17 6.43 -3.40 -0.12
C -3.79 6.07 -3.58 -0.10
C -3.29 5.77 -2.30 -0.14
H -4.18 5.71 -0.41 0.12
H -6.24 6.67 -1.40 0.09
H -5.86 6.82 -4.13 0.09
H -3.28 6.01 -4.55 0.10
H -2.31 5.40 -1.98 0.08
N -0.01 -0.74 -5.09 0.02
C 0.91 0.32 -5.09 -0.14
C 2.16 -0.20 -5.17 -0.10
C 2.00 -1.67 -5.32 -0.09
C 0.62 -1.92 -5.28 -0.16
H -0.99 -0.51 -4.85 0.12
H 0.55 1.29 -4.79 0.08
H 3.08 0.29 -5.05 0.07
H 2.69 -2.50 -5.51 0.08
H 0.10 -2.87 -5.46 0.10
N -1.08 4.56 0.60 0.05
C -2.23 3.90 0.33 -0.17
C -3.13 4.22 1.28 -0.16
C -2.58 5.08 2.22 -0.07
C -1.25 5.29 1.74 -0.10
H -0.18 4.58 0.21 0.07
H -2.32 3.21 -0.49 0.10
H -4.14 3.86 1.22 0.08
H -3.04 5.47 3.10 0.08
H -0.42 5.80 2.13 0.09
```

=====

# C46H117AlN8O22

C46H117AlN8O22 as an isolated structure (wB97M-V/def2-TZVPD, the Open Molecules 2025 dataset).

Its total charge is +4. The total energy is -4157.09425 Ha. Its multiplicity is 1.

The geometry in XYZ format:
```
194
Properties=species:S:1:pos:R:3:lowdin_charge:R:1
Al -0.02 -0.53 -0.24 1.44
C -2.76 3.73 3.03 -0.01
C -2.72 4.82 1.89 -0.21
C -1.35 5.54 1.56 -0.15
O -1.58 6.52 0.55 -0.22
C -0.51 7.43 0.31 -0.07
N -3.38 4.17 0.65 0.24
H -3.06 3.25 0.39 0.10
H -4.35 4.06 0.88 0.16
H -3.37 4.87 -0.08 0.15
H -2.33 2.75 2.79 0.07
H -3.84 3.60 3.18 0.09
H -2.19 4.04 3.90 0.08
H -3.44 5.57 2.21 0.15
H -0.57 4.90 1.15 0.11
H -1.04 6.01 2.49 0.13
H -0.62 8.20 -0.46 0.10
H 0.41 6.88 0.11 0.08
H -0.35 7.95 1.25 0.10
C 1.65 -0.20 4.83 -0.01
C 0.79 0.97 5.37 -0.27
C 1.12 2.24 4.63 -0.21
O 0.18 3.14 5.10 -0.18
C 0.61 4.45 4.78 -0.07
N -0.65 0.56 5.21 0.25
H -0.83 0.22 4.28 0.10
H -0.89 -0.22 5.80 0.17
H -1.22 1.39 5.33 0.15
H 2.67 0.20 4.81 0.07
H 1.39 -0.40 3.79 0.08
H 1.70 -1.14 5.37 0.09
H 0.89 1.18 6.44 0.17
H 0.93 2.27 3.56 0.13
H 2.19 2.39 4.76 0.14
H 0.11 5.27 5.31 0.11
H 0.63 4.66 3.72 0.06
H 1.66 4.46 5.08 0.10
C -1.67 -1.08 -5.51 -0.01
C -2.98 -0.29 -5.50 -0.30
C -4.14 -1.23 -5.27 -0.16
O -5.43 -0.59 -5.20 -0.19
C -5.83 0.43 -6.11 -0.08
N -2.86 0.74 -4.41 0.23
H -3.62 1.36 -4.18 0.16
H -2.67 0.30 -3.52 0.12
H -2.25 1.46 -4.76 0.16
H -0.86 -0.54 -5.99 0.09
H -1.65 -2.01 -6.07 0.11
H -1.24 -1.32 -4.53 0.09
H -3.10 0.42 -6.31 0.15
H -3.90 -1.72 -4.32 0.12
H -4.19 -1.99 -6.04 0.15
H -6.89 0.68 -6.14 0.10
H -5.55 0.13 -7.12 0.10
H -5.31 1.35 -5.86 0.07
C 5.21 -4.11 -2.06 -0.02
C 5.77 -2.75 -1.44 -0.24
C 6.60 -2.11 -2.51 -0.18
O 5.76 -1.54 -3.55 -0.18
C 6.52 -0.83 -4.55 -0.09
N 4.64 -1.79 -1.04 0.23
H 4.06 -2.11 -0.28 0.09
H 5.15 -1.00 -0.65 0.09
H 4.07 -1.42 -1.79 0.10
H 4.95 -4.21 -3.12 0.09
H 4.34 -4.39 -1.46 0.06
H 5.99 -4.84 -1.87 0.08
H 6.14 -3.03 -0.45 0.15
H 7.35 -2.82 -2.86 0.14
H 7.18 -1.29 -2.06 0.12
H 5.88 -0.43 -5.33 0.08
H 7.22 -1.44 -5.12 0.09
H 7.07 0.05 -4.21 0.09
C -1.08 -4.31 5.13 -0.01
C -1.79 -5.37 4.23 -0.23
C -3.26 -5.63 4.67 -0.14
O -3.97 -4.44 4.28 -0.21
C -5.06 -4.61 3.35 -0.06
N -1.76 -4.86 2.76 0.23
H -2.05 -5.58 2.10 0.16
H -2.20 -3.96 2.62 0.11
H -0.85 -4.52 2.48 0.13
H -1.64 -3.39 4.99 0.08
H -0.04 -4.10 4.87 0.08
H -1.11 -4.67 6.16 0.10
H -1.24 -6.30 4.05 0.15
H -3.34 -5.78 5.75 0.14
H -3.64 -6.54 4.23 0.13
H -5.82 -5.29 3.74 0.11
H -4.73 -4.88 2.35 0.07
H -5.49 -3.61 3.37 0.09
C 7.39 0.74 2.79 -0.01
C 5.98 0.05 2.65 -0.24
C 5.66 -0.96 3.76 -0.24
O 6.71 -1.84 3.56 -0.18
C 7.03 -2.63 4.72 -0.05
N 4.97 1.18 2.44 0.25
H 4.78 1.71 3.27 0.16
H 5.35 1.73 1.68 0.10
H 4.08 0.84 2.08 0.13
H 7.61 1.43 1.97 0.08
H 8.24 0.06 2.76 0.09
H 7.57 1.43 3.61 0.09
H 5.94 -0.55 1.74 0.13
H 4.76 -1.55 3.59 0.12
H 5.57 -0.57 4.77 0.13
H 6.26 -3.38 4.92 0.09
H 6.81 -2.01 5.59 0.08
H 8.02 -3.03 4.91 0.11
C 1.71 4.49 -2.96 0.00
C 0.23 4.75 -2.65 -0.23
C -0.34 6.03 -3.37 -0.17
O -0.46 5.79 -4.77 -0.20
C -1.17 6.80 -5.38 -0.10
N -0.64 3.46 -3.02 0.24
H -0.55 2.65 -2.43 0.09
H -1.61 3.75 -3.00 0.13
H -0.50 3.11 -3.96 0.13
H 2.20 3.93 -2.16 0.07
H 1.95 5.50 -3.28 0.10
H 1.81 3.81 -3.81 0.09
H 0.20 4.76 -1.57 0.11
H 0.22 6.93 -3.11 0.14
H -1.34 6.12 -2.97 0.11
H -2.10 6.47 -4.91 0.09
H -1.27 6.68 -6.46 0.11
H -0.80 7.80 -5.15 0.11
C -4.98 -4.00 -3.02 -0.02
C -5.18 -3.35 -1.68 -0.32
C -6.53 -3.53 -1.00 -0.16
O -6.58 -2.78 0.21 -0.20
C -7.91 -2.29 0.53 -0.06
N -4.08 -3.67 -0.72 0.24
H -3.18 -3.39 -1.08 0.09
H -4.30 -3.04 0.03 0.12
H -3.95 -4.62 -0.41 0.16
H -3.96 -4.24 -3.33 0.10
H -5.47 -3.36 -3.75 0.08
H -5.62 -4.85 -3.27 0.10
H -5.00 -2.28 -1.77 0.13
H -6.61 -4.59 -0.75 0.15
H -7.19 -3.10 -1.76 0.15
H -8.58 -1.93 -0.25 0.10
H -7.73 -1.44 1.19 0.08
H -8.58 -2.91 1.14 0.09
C -3.82 -0.72 2.92 0.01
C -2.50 -0.91 2.25 -0.77
O -1.52 -0.18 2.45 -0.06
O -2.36 -1.88 1.49 -0.07
H -3.95 0.27 3.36 0.08
H -4.00 -1.56 3.59 0.08
H -4.62 -0.94 2.21 0.07
C 2.38 0.03 -4.55 0.04
C 1.82 0.25 -3.11 -0.68
O 0.67 0.76 -2.89 -0.09
O 2.51 -0.29 -2.23 -0.02
H 1.59 0.27 -5.25 0.06
H 2.81 -0.98 -4.51 0.09
H 3.20 0.73 -4.68 0.08
C -0.27 -5.23 -2.05 0.01
C -0.28 -3.72 -1.86 -0.70
O -1.40 -3.16 -1.94 -0.08
O 0.76 -3.01 -1.76 -0.01
H 0.60 -5.58 -1.48 0.08
H -0.17 -5.43 -3.12 0.10
H -1.15 -5.78 -1.71 0.07
C 4.79 2.02 -1.89 -0.01
C 5.79 1.81 -0.78 -0.75
O 6.11 2.77 -0.02 -0.06
O 6.19 0.63 -0.67 -0.07
H 3.86 2.00 -1.33 0.07
H 4.82 1.24 -2.65 0.06
H 5.15 2.94 -2.35 0.09
C -4.77 0.61 -0.69 0.01
C -3.28 0.54 -0.96 -0.74
O -2.55 1.43 -0.36 -0.11
O -2.81 -0.44 -1.51 -0.03
H -5.07 1.58 -1.08 0.08
H -4.98 0.64 0.38 0.08
H -5.35 -0.19 -1.15 0.07
C 2.79 -3.88 1.85 0.02
C 1.96 -2.66 1.46 -0.72
O 0.71 -2.55 1.84 -0.10
O 2.44 -1.85 0.71 -0.01
H 2.73 -4.06 2.92 0.07
H 3.85 -3.83 1.63 0.08
H 2.32 -4.73 1.35 0.08
C 2.24 3.89 1.13 0.02
C 1.53 2.63 0.59 -0.83
O 1.77 1.62 1.19 -0.02
O 0.67 2.60 -0.23 -0.01
H 1.72 4.65 1.71 0.05
H 2.45 4.56 0.30 0.07
H 3.16 3.65 1.66 0.07
```

=====

Max |F|, respectively: 0.0662; 0.1297 hartree/bohr.
LUMO energy, respectively: 0.34; -11.59 eV.
Kohn-Sham gap, respectively: 8.575; 2.909 eV.